Computed, not measured: 9 unconnected molecules or ions with the total composition C30H78Br6N6O6 in a non-equilibrium geometry, with ωB97M-V with the def2-TZVPD basis set.

Positions of all 126 atoms, in Å:
C -1.4511 -2.6444 1.4776
O -0.7554 -2.9680 0.2930
C 0.2981 -3.8755 0.5042
C 0.9553 -4.4569 -0.7828
C -0.1286 -5.0055 -1.7490
N 1.8691 -5.5154 -0.4116
H -0.8064 -2.4065 2.3190
H -2.0793 -3.4589 1.8213
H -2.0722 -1.7504 1.2686
H 1.0662 -3.3572 1.0512
H -0.1139 -4.7259 1.0427
H 1.6069 -3.7757 -1.3995
H -0.8872 -5.5665 -1.1732
H 0.2998 -5.7986 -2.3869
H -0.5599 -4.3062 -2.5000
H 2.6177 -5.2332 0.2187
H 1.4426 -6.3211 0.0609
C -0.1896 -1.4395 -3.6535
O 0.1487 -0.0564 -3.7252
C -0.3632 0.5842 -4.9326
C 0.6988 1.3111 -5.8162
C 0.0078 1.8530 -7.0737
N 1.7398 0.3410 -6.2384
H 0.3290 -1.8814 -2.8305
H 0.2079 -2.0330 -4.4924
H -1.2823 -1.6475 -3.7192
H -0.8902 -0.1339 -5.6122
H -1.0604 1.3503 -4.6307
H 1.1763 2.1202 -5.2434
H -0.9125 2.4534 -6.9046
H -0.2859 0.9655 -7.6396
H 0.6331 2.5576 -7.6209
H 2.2096 0.0099 -5.4354
H 2.4454 0.8687 -6.7681
C -4.1455 1.3888 3.0711
O -4.1031 0.4593 4.1175
C -3.8956 -0.8737 3.7927
C -3.6660 -1.6484 5.1408
C -2.3008 -1.3642 5.7760
N -3.6777 -3.0607 4.7130
H -3.1501 1.4282 2.6154
H -4.3365 2.3378 3.5895
H -4.8973 1.2307 2.3013
H -4.7362 -1.2685 3.2118
H -3.0543 -0.9575 3.1046
H -4.4918 -1.2602 5.8217
H -1.5262 -1.4797 5.0522
H -2.0723 -2.0499 6.6587
H -2.3812 -0.3686 6.1764
H -4.6082 -3.3703 4.5636
H -3.3447 -3.6846 5.4418
C 4.7578 2.2237 4.3635
O 3.7112 1.3560 4.8285
C 4.1153 -0.0037 4.5350
C 2.9850 -0.9034 5.0045
C 3.2531 -2.4298 4.8432
N 1.7392 -0.6412 4.2420
H 5.7754 1.9027 4.5914
H 4.5862 3.2114 4.7863
H 4.7591 2.3289 3.2561
H 4.2325 0.0129 3.4245
H 5.0971 -0.1953 5.0226
H 2.7710 -0.6163 6.0238
H 3.7351 -2.7259 3.9318
H 2.3100 -2.9755 4.8680
H 3.8983 -2.7409 5.6594
H 1.8901 -1.0671 3.3338
H 1.5256 0.3532 4.1425
C -3.4804 -2.7070 -1.6195
O -4.1776 -2.0499 -2.6315
C -4.2310 -0.6726 -2.6055
C -4.9574 -0.3211 -3.9836
C -4.2794 -0.8553 -5.2902
N -5.1194 1.1994 -4.2027
H -3.4315 -3.7893 -1.8121
H -3.9031 -2.5143 -0.6508
H -2.4523 -2.3483 -1.6222
H -4.8615 -0.2104 -1.8484
H -3.2292 -0.1823 -2.5703
H -5.9707 -0.7697 -3.8196
H -3.2851 -0.4687 -5.5056
H -4.8956 -0.4960 -6.0771
H -4.2585 -1.9112 -5.4749
H -5.8965 1.2623 -4.8512
H -4.2693 1.5952 -4.6285
C 1.5571 2.7349 -2.5351
O 2.7935 3.3042 -2.2642
C 3.7732 3.0298 -3.3541
C 4.2291 1.5811 -3.5570
C 5.2639 1.0168 -2.6104
N 4.7804 1.5492 -4.8710
H 1.5440 1.7210 -2.8859
H 0.9847 3.4360 -3.1709
H 0.9875 2.8021 -1.6385
H 3.2957 3.3913 -4.2732
H 4.5528 3.7276 -3.0306
H 3.2562 0.9577 -3.4810
H 4.9385 1.3023 -1.5882
H 6.2533 1.4171 -2.8067
H 5.2951 -0.0502 -2.6160
H 5.2250 0.7396 -5.2851
H 4.1000 1.8757 -5.5561
Br -0.4559 2.2691 3.6431
C -0.6799 2.0900 5.5522
C -2.0475 2.6123 5.9500
Br -2.3717 2.4774 7.9129
H 0.1350 2.6909 5.9482
H -0.4929 1.0268 5.8274
H -2.8425 1.9427 5.4830
H -2.1938 3.6354 5.6477
Br 3.2722 5.9717 2.2785
C 1.5220 5.1016 1.9142
C 1.1169 5.3305 0.4900
Br -0.4985 4.3094 0.1086
H 0.8245 5.5396 2.6359
H 1.5959 4.0263 2.1261
H 1.9049 5.0021 -0.1729
H 0.9199 6.3550 0.2864
Br 2.5944 -0.3897 0.4730
C 0.8531 0.5150 0.5518
C 0.0762 -0.0320 -0.6156
Br -1.7854 0.6672 -0.5477
H 1.1241 1.5908 0.5723
H 0.4080 0.2357 1.4940
H -0.1762 -1.0796 -0.5288
H 0.3971 0.2090 -1.6353

Calculated values
ΔE to the lowest compared entry with this formula, charge and spin: 45.8 kJ/mol
Orbital gap: 9.5935 eV
DFT total energy: -17413.7224 Ha
Max |F|: 3.12 eV/A
HOMO level: -9.18 eV

Results of the Löwdin charge analysis, in e, for atoms 1 through 5:
1 C -0.1120
2 O -0.2389
3 C -0.2039
4 C -0.4232
5 C -0.0600